Entry 1:
A single C19H13N3O molecule at a distorted geometry, computed with wB97M-V/def2-TZVPD.

XYZ file:
```
36
Properties=species:S:1:pos:R:3:forces:R:3:lowdin_charge:R:1
C 1.527565 2.466834 -0.958034 -0.804 -2.729 3.576 0.13
C 0.845710 1.388617 -0.320130 2.289 2.356 -2.510 -0.16
C 1.509898 0.496027 0.678625 0.830 -2.152 1.604 -0.19
C 1.759620 0.867520 2.036467 -0.308 0.038 1.113 -0.05
N 2.281776 0.090309 3.048151 -1.528 3.245 -1.994 0.12
C 2.706255 -1.152208 2.747647 -0.462 0.574 -1.872 -0.31
C 3.351632 -1.933988 3.656131 2.397 -2.429 3.838 -0.02
C 3.766054 -3.274877 3.372293 -1.894 2.765 1.291 -0.06
C 3.422973 -3.750223 2.127640 1.376 -3.661 -1.312 -0.12
C 2.924552 -2.989702 1.117479 -0.169 1.504 2.062 -0.04
C 2.513024 -1.683898 1.454754 -1.087 0.978 -1.398 -0.14
C 1.809527 -0.853035 0.510380 0.096 0.290 -1.313 0.05
C -0.497447 1.060050 -0.805914 0.170 0.570 -0.272 -0.30
N -1.309474 0.352687 -0.009114 4.264 1.032 -0.250 0.20
C -2.531939 0.405783 -0.288223 -1.405 -3.026 4.836 -0.30
O -3.158478 -0.240819 0.768627 -3.806 0.996 -2.889 0.10
C -3.102187 0.931317 -1.393708 3.109 -0.064 -0.975 -0.13
C -4.373968 0.885775 -1.731454 -5.676 0.027 0.423 -0.06
C -4.847688 1.354782 -2.887412 -1.127 0.984 -2.297 -0.06
C -3.934046 1.796302 -3.897917 -0.735 0.085 0.365 -0.06
C -2.621343 1.864552 -3.591461 1.051 -0.835 0.932 0.00
C -2.144814 1.394163 -2.308894 -0.560 1.610 -1.022 -0.17
N -0.868292 1.591861 -1.940158 0.417 -0.307 -0.779 0.18
H 2.475338 2.687129 -0.465274 0.102 -0.022 -0.465 0.06
H 1.176034 3.210431 -1.656098 -0.509 -0.489 -0.140 0.06
H 1.275771 1.886478 2.147867 1.170 -1.019 1.321 0.13
H 3.576578 -1.537166 4.716353 -0.512 -0.456 -1.924 0.14
H 4.119967 -3.921836 4.176998 0.167 0.312 -0.417 0.10
H 3.661711 -4.852515 1.896485 -0.243 1.786 0.294 0.13
H 2.943337 -3.293805 0.128464 -0.477 -0.797 -1.720 0.09
H 1.503424 -1.306348 -0.433289 0.276 -0.133 0.045 0.12
H -2.463391 -0.364489 1.366975 1.683 -0.456 1.512 0.07
H -5.215787 0.632947 -1.086510 0.833 -0.409 0.636 0.14
H -5.958016 1.457290 -2.970824 1.196 -0.281 -0.426 0.12
H -4.217453 2.127383 -4.890369 -0.419 -0.027 0.177 0.11
H -1.906424 2.206670 -4.316554 0.295 0.139 -0.050 0.11
```
Forces are in eV/Å.

Orbital gap: 8.12 eV
Total charge: 0
SMILES: C=C(c1cnc2ccccc2c1)c1nc(O)c2ccccc2n1
F_max: 5.9 eV/Å
Electronic energy: -26429.44085 eV


Entry 2:
A molecular structure, C19H13N4NiO6, computed with wB97M-V/def2-TZVPD.

XYZ file:
```
43
Properties=species:S:1:pos:R:3:forces:R:3:lowdin_charge:R:1
Ni 0.188565 -0.128560 0.063873 -0.017 0.141 -0.096 0.64
O 1.092187 -1.870123 3.631138 -0.079 -0.112 -0.014 -0.01
C 0.813840 -1.550047 2.465835 0.211 0.349 0.077 -0.50
N 1.065397 -0.423058 1.831861 -0.216 -0.097 -0.283 -0.02
C 1.696783 0.686028 2.475777 -0.054 -0.248 0.032 -0.15
C 1.343749 1.950127 1.724617 -0.154 -0.085 -0.042 -0.22
C 1.994530 3.157838 1.943226 0.014 0.166 0.062 -0.02
C 1.620734 4.274008 1.216859 0.012 -0.088 0.017 -0.07
C 0.588286 4.165453 0.296516 -0.065 0.001 0.000 -0.06
C -0.007211 2.929689 0.132885 -0.012 0.124 0.022 -0.10
N 0.368526 1.851354 0.816360 0.150 0.218 -0.143 0.08
C 0.069365 -2.516179 1.558248 0.053 -0.150 -0.091 -0.16
C -0.567326 -3.631112 2.076320 0.016 -0.101 0.122 0.00
C -1.275920 -4.460555 1.224760 0.057 0.080 -0.051 -0.06
C -1.301505 -4.164427 -0.129472 0.024 -0.045 0.019 -0.06
C -0.626454 -3.039488 -0.569385 0.006 -0.114 -0.046 -0.11
N 0.034537 -2.228779 0.249787 -0.149 -0.186 0.089 0.07
H 1.377684 0.769054 3.523174 0.048 0.095 0.019 0.13
H 2.788435 0.576451 2.480995 0.027 0.056 0.064 0.13
H 2.797515 3.215668 2.667055 -0.003 -0.056 0.007 0.11
H 2.134762 5.216799 1.356294 -0.004 -0.001 0.024 0.10
H 0.260278 5.009645 -0.294143 0.011 -0.003 0.009 0.10
H -0.815798 2.786372 -0.575591 0.049 -0.045 -0.024 0.12
H -0.506115 -3.807741 3.141348 0.035 0.030 -0.010 0.11
H -1.806271 -5.322942 1.608342 -0.004 -0.001 0.013 0.10
H -1.848591 -4.778476 -0.831060 0.011 0.011 -0.020 0.10
H -0.622106 -2.772961 -1.620363 -0.035 0.081 0.022 0.12
O -2.169595 1.093248 -5.440687 -0.159 -0.044 0.040 0.06
C -1.628465 0.811530 -4.224627 0.198 -0.013 0.167 -0.29
C -0.272349 1.012781 -3.973963 -0.049 0.025 -0.148 0.06
C 0.218417 0.693834 -2.724506 0.083 0.009 0.095 -0.16
N -0.585374 0.223959 -1.778756 -0.019 0.065 0.031 0.08
C -1.886573 0.057051 -1.989794 -0.051 -0.031 0.120 -0.16
C -2.456974 0.325301 -3.218914 -0.093 -0.012 -0.090 0.07
C -2.657021 -0.420423 -0.742535 0.021 -0.062 0.090 -0.63
O -3.796299 -0.858560 -0.907864 0.037 0.134 -0.081 0.00
O -1.990743 -0.306475 0.329247 0.027 -0.015 -0.013 -0.06
C 1.679312 0.876885 -2.271356 0.090 -0.076 -0.034 -0.62
O 2.435278 1.484644 -3.031659 -0.104 -0.073 -0.033 0.00
O 1.924354 0.371655 -1.136116 -0.056 0.046 0.053 -0.05
H -1.472073 1.420534 -6.015495 0.057 0.031 -0.058 0.10
H 0.393384 1.412893 -4.730151 0.066 -0.003 0.071 0.12
H -3.514494 0.163129 -3.373889 0.016 -0.001 0.013 0.13
```
Forces are in eV/Å.

Orbital gap (spin up / spin down): 7.98 / 7.92 eV
Total charge: -1
F_max: 0.4 eV/Å
2S+1: 3
Electronic energy: -79208.40428 eV


Entry 3:
2 unconnected molecules or ions with the total composition C19H13N7O5P at a distorted geometry, computed with wB97M-V/def2-TZVPD.

XYZ file:
```
45
Properties=species:S:1:pos:R:3:forces:R:3:lowdin_charge:R:1
C 0.846970 5.504507 -1.578227 -0.107 -0.101 0.019 -0.11
C 0.450471 5.784663 -0.276007 -0.134 -0.095 0.140 -0.10
C -0.104371 4.785748 0.513415 0.263 0.016 -0.601 -0.08
C -0.268626 3.509264 -0.013791 0.398 0.023 0.008 -0.27
P -1.062354 2.242997 0.987271 -1.279 1.413 0.642 0.60
C -0.038775 2.156125 2.469323 0.238 0.200 0.224 -0.26
C -0.592399 2.489362 3.703231 0.482 -0.061 -0.087 -0.08
C 0.204208 2.484562 4.839791 0.086 -0.059 0.009 -0.09
C 1.547346 2.145178 4.750296 -0.162 -0.011 -0.084 -0.10
C 2.094420 1.794862 3.519910 -0.004 -0.054 -0.077 -0.10
C 1.309042 1.797175 2.376244 -0.300 0.193 0.419 -0.07
C -2.613431 2.908867 1.434553 0.417 0.301 0.157 -0.30
C -3.673104 2.080880 1.198726 -5.088 -3.875 -1.027 -0.39
N -4.623084 1.324052 0.983846 4.345 3.376 1.021 0.05
O -1.121169 0.966722 0.278857 0.120 -1.825 -0.952 -0.33
C 0.133697 3.216919 -1.316223 0.017 0.325 0.339 -0.07
C 0.691629 4.222061 -2.093031 -0.035 0.123 -0.019 -0.10
H 1.255093 6.293396 -2.195784 0.061 0.008 -0.033 0.09
H 0.548787 6.783399 0.122584 0.089 0.134 0.010 0.09
H -0.414644 4.981699 1.528322 -0.035 0.129 0.147 0.10
H -1.635720 2.761242 3.752988 -0.109 -0.022 -0.021 0.09
H -0.230942 2.745693 5.793554 0.010 0.027 0.125 0.09
H 2.164146 2.149153 5.638677 0.057 -0.014 0.032 0.09
H 3.137164 1.518561 3.455661 0.107 -0.014 0.001 0.09
H 1.723567 1.538402 1.412249 0.074 -0.040 -0.066 0.11
H -2.813125 3.894997 1.868789 0.295 -0.394 -0.257 0.06
H -0.000715 2.213731 -1.694049 -0.052 -0.072 -0.014 0.10
H 0.984539 4.011893 -3.111853 0.072 -0.007 -0.086 0.09
O -9.170982 -1.534988 -0.436274 1.870 -0.735 1.260 0.08
N -8.370077 -2.026257 0.372261 -2.648 -0.885 1.036 -0.30
O -8.742300 -2.730588 1.356486 0.989 1.409 -1.984 0.03
C -6.949966 -1.815721 0.228379 0.928 -0.281 0.589 -0.08
C -6.052497 -2.381039 1.107459 -0.980 -0.129 0.062 0.10
C -4.686229 -2.155664 1.003359 0.448 0.709 -1.176 -0.11
N -3.803614 -2.778423 1.954752 1.884 -1.266 2.194 -0.31
O -4.245532 -3.755601 2.615727 0.592 1.984 -1.437 0.04
O -2.644373 -2.337496 2.100802 -2.450 -0.713 -0.706 0.08
C -4.145700 -1.353138 -0.009196 0.178 -0.943 2.430 0.05
N -5.009326 -0.869090 -0.860408 -2.482 1.318 -2.819 -0.03
N -4.744703 -0.082258 -2.006800 -3.098 -0.228 0.133 0.10
N -5.959296 0.175159 -2.536638 2.292 -1.425 2.306 -0.01
N -6.982459 -0.388714 -1.827732 1.763 -0.135 0.403 0.07
C -6.414176 -1.039685 -0.794919 0.548 1.583 -2.109 -0.21
H -6.432691 -2.999537 1.898534 -0.014 -0.138 0.204 0.13
H -3.100955 -1.104290 -0.024296 0.356 0.252 -0.355 0.14
```
Forces are in eV/Å.

Orbital gap: 4.75 eV
Total charge: -1
F_max: 6.5 eV/Å
Electronic energy: -49865.11753 eV


Entry 4:
A molecular structure, C19H14BrF2MnN2O2S2 at a distorted geometry, computed with wB97M-V/def2-TZVPD.

XYZ file:
```
43
Properties=species:S:1:pos:R:3:forces:R:3:lowdin_charge:R:1
Mn 0.073696 0.156194 0.752156 1.631 0.950 0.937 0.77
Br -0.479141 -7.027260 -1.054954 0.028 0.095 0.016 0.72
C -0.550711 -5.237056 -0.421228 -0.038 -0.232 -0.050 -0.69
C -1.460873 -4.917483 0.599169 0.139 0.080 -0.094 -0.10
C -1.539713 -3.634689 1.068751 -0.081 0.061 0.090 0.02
C -0.714658 -2.610048 0.550447 0.435 -0.125 -0.380 -0.32
O -0.817266 -1.412187 1.012783 -1.129 -0.942 0.254 -0.18
C 0.209572 -2.953250 -0.483722 -0.411 -0.107 0.392 -0.13
C 1.060948 -1.986777 -1.078581 0.132 0.354 -0.024 -0.05
N 1.146054 -0.741375 -0.728150 0.170 -0.442 -0.328 0.00
C 2.046904 0.129875 -1.360059 0.324 0.152 -0.257 -0.18
C 3.184437 -0.225271 -2.047292 -0.272 -0.075 0.254 0.00
C 3.999371 0.757162 -2.633831 0.074 0.192 -0.074 -0.06
C 3.700458 2.085771 -2.518453 0.147 -0.047 -0.066 -0.02
C 2.557758 2.493592 -1.797976 -0.133 -0.200 0.073 -0.14
C 2.189829 3.843174 -1.615244 -0.167 -0.008 0.100 0.01
C 1.055365 4.137792 -0.912212 0.188 0.179 -0.148 -0.02
C 0.294407 3.093232 -0.370943 -0.154 -0.271 0.051 -0.11
N 0.616776 1.826133 -0.498407 0.039 0.345 -0.262 0.01
C 1.731660 1.509000 -1.217444 0.090 0.065 -0.148 -0.16
C 0.262947 -4.283022 -0.954241 0.105 0.070 -0.057 -0.08
H -2.090626 -5.695870 1.007455 -0.030 0.026 0.021 0.10
H -2.235277 -3.368106 1.853146 0.018 0.011 -0.001 0.13
H 1.676709 -2.331882 -1.908460 0.007 -0.047 -0.018 0.13
H 3.487007 -1.261618 -2.111702 -0.032 -0.013 -0.009 0.11
H 4.881169 0.446144 -3.177988 0.017 0.014 0.029 0.11
H 4.342235 2.839485 -2.957261 -0.014 -0.015 -0.016 0.12
H 2.808212 4.626630 -2.034785 0.001 0.004 -0.003 0.12
H 0.739882 5.159523 -0.756738 -0.014 -0.010 0.003 0.11
H -0.609761 3.307061 0.185242 0.028 0.009 0.036 0.11
H 0.968813 -4.534141 -1.736810 -0.032 -0.029 -0.009 0.11
F -2.222224 0.388682 2.449742 0.149 0.076 -0.081 0.01
C -1.450485 1.109673 1.603714 -0.868 -0.063 -0.126 -0.37
F -2.111274 1.121881 0.347873 -0.294 0.224 0.283 -0.07
H -1.462474 2.135535 1.979919 0.350 0.036 -0.106 0.11
C 4.239673 -0.917642 4.303178 -0.043 -0.082 -0.046 -0.11
O 3.575952 0.203199 3.714070 -0.042 0.106 0.180 -0.23
C 2.587129 -0.005484 2.853124 0.036 -0.315 -0.377 -1.30
S 2.122432 -1.527369 2.336411 0.108 -0.003 0.214 0.65
S 1.872409 1.424121 2.255629 -0.441 -0.089 -0.205 0.63
H 4.830851 -1.443867 3.554020 -0.017 0.007 -0.005 0.08
H 3.515417 -1.609204 4.730025 -0.005 0.009 0.001 0.07
H 4.879433 -0.505567 5.078570 0.002 0.048 -0.042 0.09
```
Forces are in eV/Å.

Orbital gap (spin up / spin down): 6.45 / 6.48 eV
Total charge: 0
F_max: 2.1 eV/Å
2S+1: 5
Electronic energy: -155474.20415 eV


What did the first record say?
A single C19H13N3O molecule at a distorted geometry, computed with wB97M-V/def2-TZVPD.

XYZ file:
```
36
Properties=species:S:1:pos:R:3:forces:R:3:lowdin_charge:R:1
C 1.527565 2.466834 -0.958034 -0.804 -2.729 3.576 0.13
C 0.845710 1.388617 -0.320130 2.289 2.356 -2.510 -0.16
C 1.509898 0.496027 0.678625 0.830 -2.152 1.604 -0.19
C 1.759620 0.867520 2.036467 -0.308 0.038 1.113 -0.05
N 2.281776 0.090309 3.048151 -1.528 3.245 -1.994 0.12
C 2.706255 -1.152208 2.747647 -0.462 0.574 -1.872 -0.31
C 3.351632 -1.933988 3.656131 2.397 -2.429 3.838 -0.02
C 3.766054 -3.274877 3.372293 -1.894 2.765 1.291 -0.06
C 3.422973 -3.750223 2.127640 1.376 -3.661 -1.312 -0.12
C 2.924552 -2.989702 1.117479 -0.169 1.504 2.062 -0.04
C 2.513024 -1.683898 1.454754 -1.087 0.978 -1.398 -0.14
C 1.809527 -0.853035 0.510380 0.096 0.290 -1.313 0.05
C -0.497447 1.060050 -0.805914 0.170 0.570 -0.272 -0.30
N -1.309474 0.352687 -0.009114 4.264 1.032 -0.250 0.20
C -2.531939 0.405783 -0.288223 -1.405 -3.026 4.836 -0.30
O -3.158478 -0.240819 0.768627 -3.806 0.996 -2.889 0.10
C -3.102187 0.931317 -1.393708 3.109 -0.064 -0.975 -0.13
C -4.373968 0.885775 -1.731454 -5.676 0.027 0.423 -0.06
C -4.847688 1.354782 -2.887412 -1.127 0.984 -2.297 -0.06
C -3.934046 1.796302 -3.897917 -0.735 0.085 0.365 -0.06
C -2.621343 1.864552 -3.591461 1.051 -0.835 0.932 0.00
C -2.144814 1.394163 -2.308894 -0.560 1.610 -1.022 -0.17
N -0.868292 1.591861 -1.940158 0.417 -0.307 -0.779 0.18
H 2.475338 2.687129 -0.465274 0.102 -0.022 -0.465 0.06
H 1.176034 3.210431 -1.656098 -0.509 -0.489 -0.140 0.06
H 1.275771 1.886478 2.147867 1.170 -1.019 1.321 0.13
H 3.576578 -1.537166 4.716353 -0.512 -0.456 -1.924 0.14
H 4.119967 -3.921836 4.176998 0.167 0.312 -0.417 0.10
H 3.661711 -4.852515 1.896485 -0.243 1.786 0.294 0.13
H 2.943337 -3.293805 0.128464 -0.477 -0.797 -1.720 0.09
H 1.503424 -1.306348 -0.433289 0.276 -0.133 0.045 0.12
H -2.463391 -0.364489 1.366975 1.683 -0.456 1.512 0.07
H -5.215787 0.632947 -1.086510 0.833 -0.409 0.636 0.14
H -5.958016 1.457290 -2.970824 1.196 -0.281 -0.426 0.12
H -4.217453 2.127383 -4.890369 -0.419 -0.027 0.177 0.11
H -1.906424 2.206670 -4.316554 0.295 0.139 -0.050 0.11
```
Forces are in eV/Å.

Orbital gap: 8.12 eV
Total charge: 0
SMILES: C=C(c1cnc2ccccc2c1)c1nc(O)c2ccccc2n1
F_max: 5.9 eV/Å
Electronic energy: -26429.44085 eV


- Number 2 is which compound?
  C19H13N4NiO6


- The highest electronic energy belongs to which entry?
  C19H13N3O